[1]
Molecular formula: C5H4N2
Method: DFT, the ωB97M-V functional and the def2-TZVPD basis

Structure (XYZ):
```
11
Properties=species:S:1:pos:R:3:nbo_charge:R:1
C 2.467 -0.387 0.223 -0.100
C 1.733 0.070 -0.627 -0.083
C 0.303 0.170 -0.504 0.087
C -0.624 -0.846 -0.417 -0.351
C -1.771 -0.203 0.088 -0.050
N -1.555 1.076 0.365 -0.267
N -0.274 1.273 0.015 -0.329
H 2.766 -0.809 1.149 0.239
H -0.459 -1.890 -0.648 0.234
H -2.763 -0.619 0.203 0.210
H 0.177 2.165 0.153 0.410
```

The calculation puts the total energy at -302.30748 hartree. Its HOMO-LUMO gap is 8.99 eV.

=====

[2]
Molecular formula: C20H37FN3O3
Method: DFT, the ωB97M-V functional and the def2-TZVPD basis

Structure (XYZ):
```
64
Properties=species:S:1:pos:R:3:nbo_charge:R:1
C -2.496 -2.130 8.260 -0.633
C -2.108 -2.528 6.718 -0.416
C -2.150 -4.158 6.474 -0.418
C -2.113 -4.611 4.898 -0.411
C -0.778 -4.077 4.072 -0.421
C -0.932 -2.541 3.491 -0.416
C 0.322 -2.202 2.455 -0.404
C 0.072 -0.793 1.595 -0.437
C -0.089 -1.243 0.027 -0.417
C -0.390 -0.022 -1.024 -0.433
C -0.231 1.488 -0.406 -0.099
O 1.206 1.786 -0.168 -0.541
C 1.372 3.253 -0.276 0.891
O 2.325 3.693 -1.128 -0.596
N 0.605 4.289 0.526 -0.651
C -0.419 5.012 -0.327 -0.336
C -1.969 4.563 -0.037 0.830
O -2.850 4.331 -1.018 -0.513
F -2.431 4.449 1.367 -0.353
H -1.513 -2.184 8.914 0.213
H -2.829 -0.989 8.260 0.216
H -3.336 -2.825 8.703 0.218
H -1.001 -2.144 6.535 0.196
H -2.774 -1.921 5.938 0.203
H -1.304 -4.652 7.143 0.215
H -3.200 -4.533 6.901 0.208
H -3.114 -4.363 4.310 0.212
H -2.032 -5.799 4.886 0.215
H -0.672 -4.787 3.129 0.206
H 0.220 -4.244 4.702 0.216
H -1.930 -2.443 2.850 0.203
H -0.897 -1.716 4.337 0.216
H 0.386 -3.106 1.678 0.198
H 1.372 -2.197 3.009 0.215
H -0.824 -0.180 2.032 0.211
H 1.046 -0.141 1.801 0.219
H -0.977 -2.033 -0.031 0.225
H 0.927 -1.756 -0.297 0.219
H 0.431 -0.115 -1.885 0.194
H -1.423 -0.177 -1.550 0.237
H -0.921 1.731 0.507 0.213
H -0.563 2.237 -1.274 0.174
H 0.195 3.892 1.402 0.410
H -0.329 6.173 -0.104 0.267
H -0.145 4.861 -1.464 0.268
C 2.423 1.632 -8.777 -0.621
C 1.712 0.561 -7.972 -0.215
N 1.591 0.917 -6.552 -0.284
C 0.434 0.856 -5.792 -0.033
C 0.780 1.205 -4.516 -0.041
N 2.136 1.481 -4.531 -0.273
C 2.614 1.305 -5.772 0.243
C 2.946 1.892 -3.394 -0.425
H 3.434 1.809 -8.395 0.210
H 2.510 1.330 -9.825 0.249
H 1.879 2.580 -8.730 0.227
H 2.258 -0.386 -8.027 0.225
H 0.709 0.397 -8.382 0.231
H -0.492 0.559 -6.255 0.255
H 0.234 1.288 -3.592 0.256
H 3.643 1.444 -6.081 0.250
H 3.370 2.879 -3.598 0.238
H 3.750 1.165 -3.251 0.228
H 2.333 1.938 -2.489 0.268
```

The calculation puts the total energy at -1273.60680 hartree. As for the total charge: +1. Its HOMO-LUMO gap is 9.02 eV.

=====

[3]
Molecular formula: C4H6FO4Yb
Method: DFT, the ωB97M-V functional and the def2-TZVPD basis

Structure (XYZ):
```
16
Properties=species:S:1:pos:R:3:nbo_charge:R:1
C 0.686 -2.134 0.537 -0.281
O 0.370 -0.966 -0.247 -0.690
H -0.241 -2.639 0.827 0.250
H 1.331 -2.796 -0.048 0.233
H 1.222 -1.760 1.413 0.223
C -1.030 -0.791 -0.695 0.993
O 0.945 2.101 0.075 -0.704
C -0.059 1.874 0.760 0.538
C -1.344 1.473 0.082 -0.196
O -0.936 0.524 -0.924 -0.610
O -1.982 -1.426 -0.420 -0.377
F 3.436 0.349 -2.204 -0.746
H -0.116 2.149 1.826 0.235
H -2.004 0.978 0.808 0.273
H -1.896 2.318 -0.345 0.309
Yb 1.618 0.747 -1.445 2.551
```

The calculation puts the total energy at -1714.87403 hartree. As for the total charge: +2. Its expectation value of S² is 0.7508. Its HOMO-LUMO gap (spin up / spin down) is 10.38 / 9.08 eV. The spin multiplicity is 2.

=====

[4]
Molecular formula: C29H35Al2BrCl2F2ILiNNaO17S2
Method: DFT, the ωB97M-V functional and the def2-TZVPD basis

Structure (XYZ):
```
94
Properties=species:S:1:pos:R:3:mulliken_charge:R:1
C 1.784 1.005 4.900 -1.048
C 0.287 0.619 4.841 -0.305
C -0.313 0.639 3.396 -0.249
I -2.083 1.875 3.349 0.129
C -0.502 -0.729 2.802 0.591
C -1.632 -1.343 2.490 -0.882
C -1.617 -2.716 1.864 -0.360
O -2.463 -3.524 2.121 -0.548
C -0.444 -2.959 0.946 -0.117
C -0.516 -3.757 -0.198 0.434
C -1.782 -4.495 -0.583 -0.554
C -1.502 -5.754 -1.451 -0.681
C -1.802 -5.474 -2.933 -0.891
Br -2.670 -7.205 -0.813 -0.121
C 0.652 -3.855 -0.962 -0.117
C 1.818 -3.201 -0.635 -1.075
C 1.909 -2.419 0.512 1.188
C 3.165 -1.664 0.927 -0.145
C 4.283 -1.616 -0.078 -0.247
O 5.396 -1.865 0.227 -0.511
O 4.015 -1.212 -1.404 -0.369
C 3.637 0.101 -1.476 0.509
C 2.431 0.347 -2.361 -0.650
O 4.214 0.991 -0.924 -0.568
C 0.757 -2.313 1.294 0.110
C 0.777 -1.480 2.536 -0.011
O 1.711 -1.414 3.298 -0.582
H 2.188 1.004 3.886 0.238
H 2.312 0.194 5.397 0.284
H 1.977 1.945 5.414 0.319
H -0.275 1.302 5.480 0.594
H 0.101 -0.380 5.233 0.238
H 0.413 1.158 2.766 0.309
H -2.603 -0.892 2.671 0.343
H -2.513 -3.828 -1.045 0.278
H -2.231 -4.878 0.329 0.716
H -0.485 -6.107 -1.308 0.563
H -2.030 -6.405 -3.441 0.492
H -0.919 -4.988 -3.354 0.203
H -2.679 -4.833 -2.992 0.238
H 0.623 -4.450 -1.864 0.343
H 2.664 -3.313 -1.302 0.389
H 3.494 -2.036 1.890 0.607
H 2.867 -0.619 1.092 0.275
H 2.746 0.802 -3.299 0.396
H 1.735 0.986 -1.819 0.203
H 1.945 -0.614 -2.532 0.160
Li -1.363 4.025 4.619 0.786
C 4.245 -6.473 -2.536 -0.702
C 3.496 -5.498 -3.446 0.494
O 2.494 -4.948 -2.993 -0.475
O 4.002 -5.331 -4.627 -0.675
H 3.761 -6.554 -1.566 0.257
H 4.274 -7.460 -2.998 0.309
H 5.278 -6.134 -2.384 0.226
Al 5.359 -3.768 -3.858 0.578
N -3.468 9.063 5.129 -0.228
S -5.006 8.987 5.461 1.118
O -5.349 8.621 6.777 -0.520
O -5.861 8.542 4.379 -0.494
F -5.308 10.570 5.447 -0.241
S -2.766 7.637 5.113 1.181
O -1.346 7.718 5.141 -0.607
O -3.325 6.651 4.237 -0.567
F -3.092 7.068 6.545 -0.217
O -4.524 -4.130 -8.101 -0.398
C -3.542 -4.416 -7.430 0.052
C -4.188 -5.565 -6.098 -0.270
O -3.225 -5.853 -5.392 -0.379
H -3.041 -3.635 -6.826 0.089
H -2.733 -5.028 -7.868 0.272
H -4.684 -6.366 -6.677 0.319
H -5.024 -4.995 -5.652 0.284
C -2.265 10.427 1.947 0.833
O -2.255 9.404 2.628 -0.401
O -1.906 10.505 0.753 -0.290
O -2.679 11.560 2.345 -0.320
C -1.171 -0.713 -2.934 -0.460
Cl -1.732 -1.980 -4.020 -0.063
Cl -0.893 -1.344 -1.293 0.106
H -0.238 -0.313 -3.316 0.095
H -1.921 0.068 -2.891 0.395
C 2.877 4.236 0.623 -0.495
C 1.567 4.277 -0.156 0.869
O 0.504 4.389 0.405 -0.534
C 1.667 4.168 -1.654 -0.973
H 2.667 4.323 1.689 0.464
H 3.393 3.290 0.440 0.376
H 3.517 5.069 0.315 -0.503
H 2.133 3.222 -1.931 0.133
H 2.256 4.996 -2.054 0.388
H 0.669 4.210 -2.085 0.308
Na 4.766 6.538 0.938 0.992
Al -4.856 10.309 2.968 0.771
```

The calculation puts the total energy at -7901.96288 hartree. As for the total charge: +2. Its HOMO-LUMO gap is 2.43 eV.

=====

[5]
Molecular formula: C5H8N
Method: DFT, the ωB97M-V functional and the def2-TZVPD basis

Structure (XYZ):
```
14
Properties=species:S:1:pos:R:3:nbo_charge:R:1
C -0.443 -0.890 1.356 -0.417
C -1.007 -0.277 -1.337 -0.416
C -1.052 0.429 0.897 -0.228
C -1.181 -0.663 0.025 0.123
C -0.326 0.780 -0.479 0.077
N 1.252 0.689 -0.445 -0.708
H 0.631 -0.900 1.452 0.197
H -1.056 -1.358 2.170 0.269
H -0.377 -0.951 -1.905 0.235
H -1.952 -0.024 -1.799 0.267
H -1.841 0.997 1.480 0.271
H 1.680 0.820 0.571 0.463
H 1.577 1.450 -1.024 0.450
H 1.542 -0.079 -0.914 0.417
```

The calculation puts the total energy at -249.60837 hartree. As for the total charge: +1. Its HOMO-LUMO gap is 9.54 eV.

=====

[6]
Molecular formula: C4H10NOP
Method: DFT, the ωB97M-V functional and the def2-TZVPD basis

Structure (XYZ):
```
17
Properties=species:S:1:pos:R:3:nbo_charge:R:1
C 1.132 0.573 0.642 -0.301
C 0.234 1.464 -0.306 -0.049
C 1.690 -1.203 -0.940 -0.484
C -3.023 -0.510 0.608 -0.984
N 1.024 -0.752 0.327 -0.338
O -1.142 1.070 -0.142 -0.804
P -1.677 -0.389 -0.664 0.887
H 2.053 1.086 0.469 0.191
H 0.824 0.829 1.707 0.194
H 0.193 2.507 0.026 0.205
H 0.488 1.239 -1.273 0.168
H 1.557 -2.306 -0.837 0.222
H 1.046 -0.662 -1.683 0.195
H 2.750 -0.939 -1.100 0.194
H -2.594 -0.205 1.485 0.231
H -3.356 -1.632 0.488 0.231
H -4.020 0.044 0.342 0.240
```

The calculation puts the total energy at -629.61603 hartree. Its HOMO-LUMO gap (spin up / spin down) is 8.80 / 6.88 eV.